69
Properties=species:S:1:pos:R:3 method="wB97M-V/def2-TZVPD" e_homo_ev=-15.743 total_charge=+2
Tl 5.47 -0.43 -2.40
C 1.14 0.04 0.07
C 2.23 -0.23 -0.90
O 3.13 -1.09 -0.68
O 2.50 0.47 -1.90
H 1.02 1.14 0.09
H 1.51 -0.15 1.09
H 0.18 -0.45 -0.02
C -3.05 -2.88 2.98
C -1.59 -2.50 2.88
O -1.36 -2.37 1.49
C -2.30 -3.14 0.87
O -2.27 -3.53 -0.23
O -3.32 -3.37 1.68
F -0.78 -3.47 3.35
H -3.67 -1.99 3.12
H -3.21 -3.50 3.86
H -1.29 -1.54 3.30
C -1.90 3.18 4.57
C -1.69 1.87 5.31
O -0.48 1.40 4.76
C -0.26 2.02 3.58
O 0.61 1.70 2.82
O -1.07 3.06 3.42
F -2.65 0.91 4.94
H -1.55 4.06 5.12
H -2.95 3.35 4.34
H -1.86 2.01 6.38
C -2.26 0.53 -2.58
C -3.65 0.08 -2.12
O -3.51 -0.05 -0.69
C -2.45 0.68 -0.28
O -2.20 0.90 0.85
O -1.72 1.06 -1.33
F -4.02 -1.14 -2.54
H -2.36 1.44 -3.17
H -1.48 -0.16 -2.91
H -4.43 0.82 -2.29
C 1.20 2.89 -4.05
C 1.06 4.28 -4.70
O 0.87 3.91 -6.06
C 1.13 2.60 -6.26
O 1.02 2.03 -7.28
O 1.60 2.05 -5.09
F 2.23 5.03 -4.65
H 0.23 2.65 -3.59
H 1.92 2.91 -3.23
H 0.26 4.92 -4.35
C 3.69 2.14 1.83
N 4.00 2.29 0.39
O 3.53 3.25 -0.17
O 4.65 1.44 -0.17
H 2.64 2.26 2.04
H 4.31 2.87 2.35
H 4.00 1.15 2.17
C 2.33 -3.13 1.97
N 2.17 -4.04 3.16
O 1.73 -5.11 2.95
O 2.56 -3.60 4.20
H 1.49 -3.40 1.34
H 3.23 -3.52 1.49
H 2.44 -2.10 2.27
C -0.56 -2.89 -2.92
N -1.46 -3.59 -3.89
O -2.43 -2.96 -4.30
O -1.17 -4.71 -4.25
H -1.21 -2.41 -2.19
H 0.10 -2.21 -3.44
H -0.05 -3.70 -2.39

***

59
Properties=species:S:1:pos:R:3 method="wB97M-V/def2-TZVPD" e_homo_ev="-8.666 / -8.663" e_above_lowest_kcal_mol=51.21 spin_multiplicity=2
Ru -0.64 -0.32 0.33
O 1.28 0.82 0.66
N 2.29 0.46 -0.03
N 2.21 -0.67 -0.58
O 1.18 -1.46 -0.44
C 3.32 -1.11 -1.37
C 3.14 -2.22 -2.19
C 4.20 -2.68 -2.96
C 5.43 -2.04 -2.89
C 5.59 -0.93 -2.07
C 4.54 -0.46 -1.31
H 2.17 -2.69 -2.24
H 4.06 -3.53 -3.60
H 6.27 -2.40 -3.48
H 6.55 -0.44 -2.03
H 4.66 0.40 -0.67
C 1.62 1.15 6.04
C 0.82 0.73 4.85
C 0.48 -0.61 4.61
C -0.20 -0.88 3.44
N -0.54 0.08 2.58
C -0.22 1.34 2.91
S -0.61 2.63 1.81
N 0.44 1.68 4.01
H 0.95 1.55 6.80
H 2.30 1.95 5.75
H 2.18 0.32 6.46
H 0.75 -1.40 5.29
H -0.49 -1.89 3.17
N -0.62 -2.92 -2.15
C -1.69 -2.12 -1.97
N -2.46 -1.84 -3.03
O -2.00 -1.70 -0.83
H -0.27 -3.04 -3.09
H 0.06 -2.92 -1.41
H -2.09 -1.99 -3.96
H -3.08 -1.06 -2.93
C -3.55 0.22 1.36
C -3.15 1.62 0.88
C -3.83 1.86 -0.48
C -3.68 2.63 1.91
C -1.64 1.84 0.63
H -4.64 0.15 1.43
H -3.15 0.00 2.35
H -3.23 -0.55 0.66
H -4.89 1.64 -0.42
H -3.38 1.22 -1.24
H -3.71 2.90 -0.79
H -4.76 2.54 1.98
H -3.44 3.66 1.62
H -3.25 2.44 2.89
H -1.45 2.33 -0.33
F -0.52 0.52 -1.91
Sb 0.05 0.86 -3.76
F 1.83 0.82 -3.14
F 0.14 -1.04 -4.03
F 0.57 1.18 -5.53
F -1.80 0.71 -4.19
F -0.14 2.69 -3.37

***

55
Properties=species:S:1:pos:R:3 method="wB97M-V/def2-TZVPD" e_homo_ev=-11.624 e_above_lowest_kcal_mol=84.92 total_charge=+1
Hg -0.10 5.21 2.42
C 0.01 0.41 0.45
O 0.30 1.67 0.99
H -0.75 0.44 -0.33
H 0.92 -0.05 0.07
H -0.42 -0.21 1.24
C 4.73 2.59 -1.71
C 5.35 1.20 -1.50
O 6.60 1.22 -2.17
S 6.49 2.02 -3.55
O 5.66 1.25 -4.52
O 7.76 2.47 -4.08
O 5.53 3.10 -2.84
H 4.70 3.27 -0.86
H 3.70 2.41 -2.00
H 4.71 0.37 -1.79
H 5.54 1.19 -0.42
C -0.24 -4.67 -4.66
C 0.65 -4.36 -3.63
C 1.81 -5.12 -3.48
C 2.10 -6.12 -4.41
C 1.25 -6.43 -5.46
C 0.09 -5.63 -5.62
N 3.33 -6.85 -4.24
O 4.27 -6.44 -3.64
O 3.34 -7.97 -4.71
H -1.19 -4.15 -4.59
H 0.27 -3.61 -2.94
H 2.45 -4.99 -2.62
H 1.49 -7.23 -6.14
H -0.68 -5.75 -6.37
O -3.87 4.64 0.43
C -4.82 4.29 -0.21
O -5.52 4.91 -1.15
C -6.57 4.17 -1.70
C -6.91 3.10 -0.63
C -5.51 2.97 0.02
H -6.23 3.64 -2.59
H -7.46 4.68 -2.07
H -7.10 2.11 -1.04
H -7.58 3.51 0.12
H -4.94 2.21 -0.52
H -5.51 2.70 1.08
O -0.72 2.78 5.99
C -0.58 1.85 6.79
O -0.54 2.08 8.11
C -0.79 0.88 8.86
C -0.58 -0.27 7.93
C -0.48 0.37 6.56
H -1.79 0.81 9.29
H -0.07 0.88 9.68
H -1.49 -0.88 7.99
H 0.28 -0.87 8.22
H -1.30 0.01 5.93
H 0.43 0.16 6.01

***

46
Properties=species:S:1:pos:R:3 method="wB97M-V/def2-TZVPD" e_homo_ev=-8.867 e_above_lowest_kcal_mol=26.95
O -1.13 -2.57 0.47
C -1.35 -1.47 0.93
N -2.11 -1.28 2.05
H -2.06 -0.41 2.55
C -2.57 -2.38 2.86
H -3.61 -2.20 3.13
H -2.49 -3.29 2.27
C -1.72 -2.50 4.14
H -2.26 -3.14 4.86
C -0.31 -3.05 3.88
H -0.26 -4.13 4.03
H 0.00 -2.83 2.86
C 0.54 -2.27 4.88
H 1.58 -2.18 4.58
C -0.18 -0.92 4.89
H -0.06 -0.37 5.82
O -1.56 -1.21 4.73
H 0.17 -0.30 4.05
H 0.49 -2.73 5.87
C -0.84 -0.24 0.31
C 0.16 -0.14 -0.63
C 0.32 1.24 -0.93
C -0.60 1.92 -0.16
N -1.29 1.03 0.58
H -2.07 1.25 1.18
H -0.80 2.97 -0.12
C 1.26 1.89 -1.85
O 1.46 3.09 -1.78
C 1.94 0.98 -2.85
C 3.04 1.70 -3.64
C 2.47 2.73 -4.62
C 1.46 2.08 -5.56
C 0.34 1.43 -4.75
C 0.92 0.37 -3.82
H 0.11 -0.11 -3.26
H 1.42 -0.40 -4.41
H -0.17 2.19 -4.17
H -0.39 0.97 -5.42
H 1.05 2.83 -6.24
H 1.96 1.32 -6.17
H 1.99 3.52 -4.06
H 3.29 3.17 -5.20
H 3.71 2.21 -2.94
H 3.62 0.96 -4.19
H 2.40 0.17 -2.27
H 0.72 -0.97 -1.02

***

52
Properties=species:S:1:pos:R:3 method="wB97M-V/def2-TZVPD" e_homo_ev="-7.774 / -7.923" e_above_lowest_kcal_mol=0.00 spin_multiplicity=3
V 0.18 0.02 -0.08
O -2.67 -3.35 0.36
C -3.65 -2.84 -0.41
C -4.81 -3.60 -0.54
C -5.86 -3.15 -1.31
C -5.77 -1.93 -1.97
C -4.63 -1.17 -1.85
C -3.55 -1.60 -1.08
C -2.34 -0.76 -0.98
O -1.33 -1.20 -0.25
N -2.31 0.37 -1.62
N -1.10 1.02 -1.43
C -1.00 2.15 -2.03
S 0.44 3.12 -1.91
C 0.04 4.07 -3.41
C -1.45 4.33 -3.39
S -2.30 2.77 -3.03
H -1.94 -2.69 0.36
H -4.86 -4.55 -0.02
H -6.75 -3.75 -1.40
H -6.60 -1.57 -2.58
H -4.54 -0.22 -2.36
H 0.33 3.50 -4.29
H 0.62 5.00 -3.37
H -1.81 4.68 -4.36
H -1.71 5.07 -2.63
N 1.15 -1.70 1.22
C 2.63 -1.78 1.29
C 3.24 -1.58 -0.11
C 2.35 -0.54 -0.71
O 2.29 0.61 -0.20
O 1.40 -0.93 -1.47
H 0.75 -1.64 2.15
H 0.77 -2.54 0.79
H 2.96 -2.72 1.73
H 2.96 -0.97 1.94
H 3.21 -2.49 -0.69
H 4.27 -1.23 -0.01
C -1.08 2.38 3.09
C 0.19 1.96 2.35
C 0.94 3.19 1.83
C 1.11 1.16 3.27
O -0.20 1.18 1.25
H -0.84 3.02 3.94
H -1.60 1.49 3.45
H -1.74 2.92 2.42
H 1.28 3.81 2.66
H 0.28 3.79 1.20
H 1.80 2.88 1.24
H 1.41 1.74 4.14
H 2.01 0.87 2.72
H 0.59 0.26 3.62

***

48
Properties=species:S:1:pos:R:3 method="wB97M-V/def2-TZVPD" e_homo_ev=-8.534 e_above_lowest_kcal_mol=176.63
O 2.39 -4.25 1.24
O -1.00 0.18 1.37
N -3.11 4.25 6.67
O -1.17 3.05 3.48
C 1.56 -3.52 0.66
C -0.99 1.38 1.51
C -2.34 4.44 5.58
C -3.82 3.04 6.78
C -1.45 1.91 2.81
C -3.54 1.92 6.06
C -2.08 1.11 3.80
N 0.92 -2.64 1.51
N 1.57 -3.31 -0.79
N -0.49 2.20 0.49
C 2.14 -4.34 -1.63
C 0.86 0.18 -3.74
C -2.32 3.29 4.42
C -2.39 1.94 5.06
C 1.00 -2.07 -1.37
C -0.39 1.69 -0.91
C 1.98 -1.14 -1.90
C 2.11 1.46 -1.69
C 0.93 0.89 -0.99
C 1.34 0.15 -2.27
H -1.95 5.41 5.38
H -4.67 2.95 7.40
H -4.22 1.08 5.90
H -2.30 0.03 3.69
H 0.98 -2.88 2.47
H 0.30 -1.85 1.17
H -0.70 3.19 0.64
H 2.79 -3.85 -2.49
H 2.80 -5.01 -1.20
H 1.28 -5.03 -2.05
H 1.56 0.76 -4.26
H -0.04 0.74 -3.78
H 0.85 -0.79 -4.15
H -3.22 3.51 3.91
H -1.46 1.77 5.63
H 0.40 -2.45 -2.16
H 0.26 -1.54 -0.65
H -1.23 1.02 -1.25
H -0.25 2.49 -1.53
H 2.48 -1.52 -2.74
H 2.76 -0.96 -1.15
H 1.86 2.42 -2.18
H 3.02 1.44 -1.09
H 1.27 0.50 -0.10

***

48
Properties=species:S:1:pos:R:3 method="wB97M-V/def2-TZVPD" e_homo_ev=-7.978 e_above_lowest_kcal_mol=110.81
C 2.49 1.01 0.41
C 2.65 -0.18 1.27
C 1.91 0.78 -0.92
C 1.46 2.19 -1.45
C 2.15 3.41 -1.60
C 0.10 2.45 -1.87
C 0.05 3.83 -2.29
C -1.13 1.78 -1.88
C -1.13 4.51 -2.64
C -2.29 2.44 -2.24
C -2.35 3.76 -2.64
C 0.06 -0.20 1.44
C -0.56 -0.02 2.84
C -0.76 -1.25 0.52
C -0.96 -2.71 1.21
C -1.67 -3.76 0.45
C -2.06 -5.08 1.33
H 4.18 1.94 1.19
H 4.63 1.10 -0.02
H 1.95 1.69 0.99
H 1.15 0.16 -1.10
H 2.77 0.45 -1.53
H 3.18 3.85 -1.52
H 1.69 5.21 -2.55
H -1.35 0.70 -1.43
H -1.06 5.55 -3.09
H -3.31 1.88 -2.30
H -3.27 4.19 -3.01
H 1.54 -1.67 1.97
H 0.04 0.78 0.98
H -1.82 -0.98 0.05
H -0.02 -1.60 -0.37
H -1.54 -2.39 2.15
H -0.01 -3.01 1.63
H -0.89 -4.05 -0.40
H -2.62 -3.22 -0.15
H -1.09 -5.56 1.66
H -2.77 -4.69 2.17
H -3.85 -5.71 0.65
H -2.59 -6.11 -0.39
H 1.11 -0.03 3.49
N 3.82 1.70 0.26
N 1.33 4.41 -2.16
N 1.42 -0.75 1.69
N -2.92 -6.09 0.66
O 3.80 -0.69 1.56
O -1.71 0.03 3.06
O 0.25 -0.04 3.92

***

49
Properties=species:S:1:pos:R:3 method="wB97M-V/def2-TZVPD" e_homo_ev="-14.809 / -16.091" e_above_lowest_kcal_mol=1.05 spin_multiplicity=3 total_charge=+2
Au -0.03 0.19 0.50
C 1.42 2.36 4.24
C 1.28 1.94 2.79
O 0.37 1.20 2.39
N 2.23 2.41 1.96
C 2.36 2.20 0.54
C 2.95 0.84 0.24
C 4.33 0.58 0.16
C 4.74 -0.72 -0.05
C 3.81 -1.74 -0.10
C 2.47 -1.44 -0.04
N 2.06 -0.15 0.10
H 1.30 3.42 4.29
H 2.40 2.10 4.58
H 0.66 1.87 4.86
H 2.87 3.07 2.36
H 3.00 2.97 0.15
H 1.42 2.28 0.05
H 5.04 1.39 0.23
H 5.80 -0.95 -0.11
H 4.12 -2.77 -0.20
H 1.72 -2.21 -0.08
C -2.52 -0.30 3.25
C -2.92 -0.64 1.83
C -4.15 -1.32 1.52
C -4.46 -1.74 0.24
C -3.55 -1.46 -0.78
C -2.33 -0.83 -0.44
N -2.10 -0.35 0.83
N -1.23 -0.59 -1.15
Si -0.99 -0.51 -2.96
C -1.09 -2.21 -3.66
C -2.36 0.61 -3.50
C 0.72 0.32 -3.17
H -2.29 -1.24 3.74
H -3.33 0.16 3.81
H -1.62 0.30 3.26
H -4.84 -1.54 2.36
H -5.36 -2.28 0.00
H -3.74 -1.72 -1.82
H -2.07 -2.70 -3.43
H -0.27 -2.89 -3.42
H -1.01 -2.13 -4.72
H -3.39 0.23 -3.39
H -2.23 0.88 -4.56
H -2.31 1.59 -2.97
H 1.56 -0.31 -2.80
H 0.71 1.31 -2.67
H 0.82 0.53 -4.22

***

52
Properties=species:S:1:pos:R:3 method="wB97M-V/def2-TZVPD" e_homo_ev="-2.014 / -2.478" e_above_lowest_kcal_mol=4.06 spin_multiplicity=5 total_charge=-1
Fe -0.71 -0.70 -1.01
S 3.96 -1.68 -2.74
C 2.36 -1.01 -2.65
N 1.54 -1.57 -1.83
C 2.17 -2.62 -1.17
C 1.57 -3.42 -0.19
C 2.33 -4.43 0.37
C 3.66 -4.65 -0.01
C 4.26 -3.86 -0.97
C 3.50 -2.84 -1.54
H 2.08 -0.16 -3.26
H 0.57 -3.16 0.14
H 1.89 -5.06 1.14
H 4.22 -5.45 0.45
H 5.29 -4.02 -1.26
C 0.27 -1.19 3.91
Ge -0.45 -0.33 2.26
C -1.96 0.75 3.03
C 1.00 0.98 1.84
C -0.87 -1.37 0.77
H 0.48 -0.45 4.69
H 1.20 -1.71 3.67
H -0.43 -1.92 4.31
H -1.62 1.51 3.74
H -2.66 0.09 3.54
H -2.53 1.23 2.23
H 1.01 1.81 2.55
H 0.92 1.38 0.83
H 1.97 0.47 1.91
H -1.66 -2.11 0.96
Cl -5.85 -1.40 -1.75
C -4.47 -1.19 -2.87
C -3.23 -0.63 -2.17
O -3.35 0.43 -1.54
O -2.18 -1.30 -2.35
H -4.80 -0.48 -3.64
H -4.26 -2.16 -3.31
C 1.53 3.90 -1.10
N 0.23 3.48 -0.68
C -0.62 4.34 0.13
C -1.86 3.47 0.33
N -1.75 2.53 -0.79
C -0.51 2.50 -1.26
S 0.07 1.41 -2.42
H 2.19 3.99 -0.23
H 1.49 4.87 -1.61
H 1.94 3.15 -1.78
H -0.83 5.27 -0.41
H -0.13 4.58 1.08
H -2.79 4.04 0.28
H -1.81 2.94 1.28
H -2.36 1.72 -0.94